# C4H12N2O

A molecular structure, C4H12N2O in a non-equilibrium geometry (ωB97M-V with the def2-TZVPD basis set, OMol25).

Atoms and positions in Å:
N1 -1.32506 0.04915 -1.83355
C1 -1.27634 1.64649 -1.64734
O1 -0.03858 2.04673 -1.49592
H1 -2.23462 -0.27738 -1.53731
H2 -1.27747 -0.08590 -2.83613
H3 -1.79773 2.04084 -2.54259
H4 -1.94785 1.80928 -0.77844
C2 0.72909 -1.01137 2.93937
C3 0.88246 -0.30426 1.63720
C4 0.86240 -0.91410 0.46716
N2 0.94968 -0.23301 -0.79260
H5 0.60252 -2.08365 2.84386
H6 1.62152 -0.82235 3.54302
H7 -0.10149 -0.59858 3.51010
H8 1.02417 0.76965 1.65601
H9 0.69237 -1.97710 0.38927
H10 1.19953 0.75738 -0.73717
H11 1.54536 -0.71635 -1.45149
H12 -0.10996 -0.09545 -1.33344

Cartesian forces (eV/Å) of the 2 atoms listed first:
N -0.36 1.18 -0.75
C 0.17 0.22 0.08

The calculation puts the frontier orbital gap at 8.1 eV. The largest force on an atom is 1.4 eV Å⁻¹. The calculation puts the total energy at -344.266524 Ha. For the HOMO energy, the calculation gives -7.31 eV.